ORCA calculation (ωB97M-V/def2-TZVPD) on a structure of composition C6H6AgFLiO6 in a non-equilibrium geometry.

Structure (XYZ):
```
21
Properties=species:S:1:pos:R:3:lowdin_spin:R:1
H -0.1691 -1.3605 0.5249 0.00
O -2.1082 0.0661 0.7099 0.02
O -0.4843 1.2035 1.5955 0.00
O -1.4571 1.9785 -0.2539 0.13
C -1.3151 -0.9105 1.4825 0.00
C -0.6263 0.0519 2.4234 0.00
C -1.4388 1.1704 0.6769 0.01
H -2.0250 -1.5542 2.0103 0.00
F -1.3481 0.4282 3.5520 0.00
H 0.3636 -0.2525 2.7774 0.00
Ag -3.7696 2.7143 -1.6214 0.77
H 2.1738 -2.2632 -2.1005 0.00
O 1.7013 -0.2522 -2.5151 0.00
O 1.3975 0.2060 -0.4192 0.00
O 1.9478 1.8486 -1.7543 0.00
C 1.3742 -1.5474 -1.8851 0.00
C 1.1684 -1.2553 -0.4190 0.00
C 1.8316 0.6448 -1.5756 0.00
H 0.4558 -1.8612 -2.4019 0.00
H 2.0274 -1.6216 0.1652 0.00
Li 0.3002 2.5662 -0.9720 0.06
```

<S²>: 0.751
Total energy, eV: -25522.7314
HOMO-LUMO gap (alpha / beta), eV: 6.4 / 6.5
Multiplicity: 2
Net charge: 0
HOMO (alpha / beta), Eh: -0.2396 / -0.2762

***

ORCA calculation (ωB97M-V/def2-TZVPD) on a structure of composition C6H6AlCl2O4Tl in a non-equilibrium geometry.

Structure (XYZ):
```
20
Properties=species:S:1:pos:R:3:nbo_charge:R:1
Tl -1.0928 -0.4847 -3.0322 1.30
Al -0.2787 0.0760 0.3186 1.53
Cl -0.9835 -1.8744 -0.3851 -0.11
Cl -1.5442 1.7219 -0.2516 -0.12
C 1.4717 1.3806 0.5471 0.51
C 0.0759 -2.7926 -4.3297 0.55
C 0.1929 1.2652 -4.9743 0.55
O 1.7459 2.4117 0.9634 -0.21
O 0.4670 -3.6568 -4.9531 -0.23
O 0.6336 1.8766 -5.8389 -0.23
C -1.1394 0.7217 4.0914 -0.74
C -0.1174 -0.0192 3.3246 0.81
C 1.0360 -0.6906 3.9703 -0.74
O -0.2545 -0.0827 2.0597 -0.78
H -0.9787 0.6395 5.1692 0.32
H -2.1422 0.3422 3.8413 0.32
H -1.1251 1.7820 3.7948 0.32
H 1.0818 -1.7495 3.6748 0.32
H 1.9742 -0.2236 3.6354 0.31
H 0.9816 -0.6350 5.0614 0.32
```

Total energy, eV: -50792.5412
HOMO-LUMO gap (alpha / beta), eV: 4.3 / 3.0
Energy relative to the best compared isomer or geometry (same formula, charge and spin), eV: 1.114
Net charge: +4
HOMO (alpha / beta), Eh: -0.9572 / -0.9222

***

Which formula does entry 1 have?
C6H6AgFLiO6

***

The highest net charge belongs to which entry?
C6H6AlCl2O4Tl

***

Repeat the second record exactly.
ORCA calculation (ωB97M-V/def2-TZVPD) on a structure of composition C6H6AlCl2O4Tl in a non-equilibrium geometry.

Structure (XYZ):
```
20
Properties=species:S:1:pos:R:3:nbo_charge:R:1
Tl -1.0928 -0.4847 -3.0322 1.30
Al -0.2787 0.0760 0.3186 1.53
Cl -0.9835 -1.8744 -0.3851 -0.11
Cl -1.5442 1.7219 -0.2516 -0.12
C 1.4717 1.3806 0.5471 0.51
C 0.0759 -2.7926 -4.3297 0.55
C 0.1929 1.2652 -4.9743 0.55
O 1.7459 2.4117 0.9634 -0.21
O 0.4670 -3.6568 -4.9531 -0.23
O 0.6336 1.8766 -5.8389 -0.23
C -1.1394 0.7217 4.0914 -0.74
C -0.1174 -0.0192 3.3246 0.81
C 1.0360 -0.6906 3.9703 -0.74
O -0.2545 -0.0827 2.0597 -0.78
H -0.9787 0.6395 5.1692 0.32
H -2.1422 0.3422 3.8413 0.32
H -1.1251 1.7820 3.7948 0.32
H 1.0818 -1.7495 3.6748 0.32
H 1.9742 -0.2236 3.6354 0.31
H 0.9816 -0.6350 5.0614 0.32
```

Total energy, eV: -50792.5412
HOMO-LUMO gap (alpha / beta), eV: 4.3 / 3.0
Energy relative to the best compared isomer or geometry (same formula, charge and spin), eV: 1.114
Net charge: +4
HOMO (alpha / beta), Eh: -0.9572 / -0.9222